Here is a structure of composition C10H12N2PtS from the Open Molecules 2025 dataset. Energies are from ωB97M-V/def2-TZVPD.

## Properties
largest force on an atom: 0.45 eV Å⁻¹
E: -1014.64233 Ha
HOMO-LUMO gap (alpha / beta): 9.03 / 6.35 eV
spin multiplicity: 3
⟨S²⟩: 2.012
molar mass: 387.4 g mol⁻¹
net charge: +2

The geometry in XYZ format:
```
26
C10H12N2PtS (ωB97M-V/def2-TZVPD)
Pt 0.195 -0.366 -0.040
C 1.024 -0.736 2.190
C 2.033 -1.226 1.341
C 1.754 -2.243 0.402
C 0.453 -2.745 0.293
C -0.580 -2.209 1.099
C -0.299 -1.211 2.053
H 1.235 0.068 2.883
H 3.028 -0.805 1.399
H 2.538 -2.606 -0.249
H 0.216 -3.490 -0.454
H -1.601 -2.537 0.955
H -1.101 -0.777 2.634
C -1.959 0.392 -2.511
N -1.434 1.757 -2.561
C -2.022 2.765 -3.308
C -1.259 3.871 -3.170
N -0.202 3.512 -2.368
C -0.320 2.231 -1.993
S 0.907 1.511 -0.973
H -3.019 0.424 -2.283
H -1.432 -0.145 -1.717
H -1.768 -0.113 -3.455
H -2.934 2.600 -3.856
H -1.360 4.862 -3.576
H 0.552 4.119 -2.074
```

Results of the Löwdin charge analysis, in e, for atoms 1 through 8: 0.8940 -0.0855 -0.0833 -0.0722 -0.0937 -0.1430 -0.1274 0.1420


Here is an isolated molecule of C2H2N2OS at a distorted geometry from the Open Molecules 2025 dataset. Energies are from ωB97M-V/def2-TZVPD.

## Properties
largest force on an atom: 2.68 eV Å⁻¹
structure (SMILES): C1=NOC=NS1
E: -660.25010 Ha
relative energy (zero: lowest compared OMol25 entry of this formula, charge and spin): 61.2 kcal/mol
HOMO-LUMO gap: 9.26 eV
spin multiplicity: 1
molar mass: 102.1 g mol⁻¹

The geometry in XYZ format:
```
8
C2H2N2OS (ωB97M-V/def2-TZVPD)
C -0.849 0.967 0.306
C 0.923 -0.926 -0.448
H -1.439 1.864 0.423
H 1.788 -1.539 -0.780
N -0.298 0.565 1.394
N 0.228 -0.321 -1.326
O -0.888 0.310 -0.878
S 0.534 -0.920 1.308
```

The molecule's Löwdin atomic charges, reported in e, are given here: -0.2943 -0.4231 0.1283 0.0898 -0.2815 -0.0101 -0.0924 0.8834


Here is a structure of composition C50H39CoN16O2S3 from the Open Molecules 2025 dataset. Energies are from ωB97M-V/def2-TZVPD.

## Properties
largest force on an atom: 0.57 eV Å⁻¹
E: -5532.52884 Ha
relative energy (zero: lowest compared OMol25 entry of this formula, charge and spin): 0.0 kcal/mol
HOMO-LUMO gap (alpha / beta): 6.09 / 6.06 eV
spin multiplicity: 4
⟨S²⟩: 3.757
molar mass: 1051.1 g mol⁻¹
net charge: -1

The geometry in XYZ format:
```
111
C50H39CoN16O2S3 (ωB97M-V/def2-TZVPD)
Co -0.823 -1.602 2.084
O -0.193 1.919 4.103
C -0.296 0.720 3.874
N -1.341 0.023 3.352
C -2.598 0.528 3.387
O -3.012 1.538 3.946
C -3.595 -0.345 2.648
C -4.938 0.016 2.606
C -5.812 -0.764 1.872
C -5.322 -1.881 1.206
C -3.973 -2.173 1.315
N -3.135 -1.422 2.021
C 0.885 -0.190 4.155
C 2.027 0.299 4.780
C 3.071 -0.576 5.019
C 2.939 -1.906 4.634
C 1.768 -2.297 4.006
N 0.772 -1.456 3.771
H -5.247 0.899 3.149
H -6.865 -0.512 1.820
H -5.969 -2.519 0.619
H -3.538 -3.035 0.821
H 2.057 1.343 5.058
H 3.976 -0.234 5.507
H 3.726 -2.627 4.817
H 1.611 -3.318 3.673
N -1.594 -5.054 1.513
C -1.625 -4.619 2.826
N -1.980 -5.413 3.824
N -1.911 -4.613 4.909
N -1.538 -3.425 4.572
N -1.344 -3.384 3.235
C -1.137 -4.324 0.446
N -1.094 -4.812 -0.792
N -0.600 -3.795 -1.518
N -0.370 -2.768 -0.767
N -0.702 -3.061 0.508
H -1.821 -6.017 1.349
N 1.133 -0.748 1.249
S 1.985 -0.610 0.093
N 1.439 -0.374 -1.462
S 0.760 0.880 -1.970
N -0.153 1.803 -1.143
S -1.491 1.149 -0.324
N -1.420 -0.051 0.462
C -1.915 2.635 0.574
C -0.931 3.480 1.061
C -1.271 4.433 2.010
C -2.578 4.530 2.464
C -3.554 3.674 1.974
C -3.224 2.715 1.032
C -2.671 1.124 -1.679
C -3.044 -0.144 -2.092
C -3.915 -0.268 -3.167
C -4.415 0.867 -3.791
C -4.044 2.133 -3.352
C -3.158 2.268 -2.293
C -0.028 0.284 -3.456
C -0.559 1.219 -4.334
C -1.223 0.772 -5.463
C -1.355 -0.593 -5.694
C -0.842 -1.511 -4.791
C -0.173 -1.078 -3.655
C 1.990 2.025 -2.588
C 2.948 1.500 -3.442
C 3.946 2.327 -3.926
C 3.987 3.662 -3.543
C 3.028 4.170 -2.680
C 2.014 3.351 -2.200
C 3.062 -1.990 -0.293
C 3.040 -2.681 -1.493
C 3.837 -3.811 -1.635
C 4.645 -4.231 -0.590
C 4.653 -3.534 0.614
C 3.852 -2.416 0.769
C 3.106 0.786 0.211
C 4.243 0.924 -0.573
C 4.993 2.086 -0.467
C 4.606 3.087 0.416
C 3.476 2.929 1.207
C 2.720 1.768 1.113
H 0.092 3.368 0.727
H -0.505 5.079 2.421
H -2.831 5.253 3.229
H -4.565 3.721 2.358
H -3.966 2.005 0.686
H -2.636 -1.010 -1.576
H -4.201 -1.254 -3.510
H -5.100 0.766 -4.624
H -4.446 3.016 -3.835
H -2.853 3.247 -1.943
H -0.468 2.279 -4.125
H -1.651 1.486 -6.154
H -1.881 -0.939 -6.576
H -0.983 -2.573 -4.945
H 0.164 -1.775 -2.897
H 2.912 0.449 -3.710
H 4.698 1.929 -4.595
H 4.772 4.307 -3.918
H 3.066 5.208 -2.376
H 1.253 3.722 -1.525
H 2.382 -2.361 -2.290
H 3.810 -4.370 -2.562
H 5.260 -5.116 -0.706
H 5.268 -3.874 1.438
H 3.813 -1.884 1.713
H 4.528 0.138 -1.263
H 5.880 2.212 -1.076
H 5.197 3.993 0.493
H 3.186 3.703 1.907
H 1.844 1.595 1.731
```

Results of the Löwdin charge analysis, in e, for atoms 1 through 8: 0.5961 0.0490 -0.4369 0.0821 -0.4396 0.0451 -0.1897 -0.0151